{
  "formula": "C33H32BrMnN2O4S3",
  "method": "ωB97M-V/def2-TZVPD",
  "multiplicity": 2,
  "homo_energy_ev": [-10.1, -10.1],
  "total_charge": 1,
  "s_squared": 0.822,
  "orbital_gap_ha": [0.27435, 0.27584],
  "de_lowest_kcal_mol": 20.4,
  "species": ["Mn", "O", "C", "C", "C", "C", "C", "C", "C", "O", "N", "N", "C", "C", "Br", "C", "C", "C", "C", "C", "C", "C", "H", "H", "H", "H", "H", "H", "H", "H", "H", "H", "H", "H", "H", "H", "O", "S", "C", "C", "C", "C", "S", "O", "C", "C", "C", "C", "C", "C", "C", "C", "C", "C", "C", "C", "H", "H", "H", "H", "H", "H", "H", "H", "H", "H", "H", "H", "H", "H", "H", "H", "H", "H", "S", "C"],
  "coordinates": [[0.225394, 0.450760, -0.269773], [-0.130078, 5.503573, -2.359948], [-0.520504, 5.626750, -1.050296], [-0.692801, 6.874581, -0.458542], [-1.101751, 6.960862, 0.860062], [-1.340196, 5.805390, 1.598431], [-1.166906, 4.573525, 0.994873], [-0.756577, 4.464896, -0.331619], [-0.587574, 3.092317, -0.937379], [0.045456, 2.252354, -0.063911], [-1.914789, 2.506641, -1.219775], [-1.991068, 1.191177, -1.053646], [-2.990595, 0.512097, -1.462471], [-3.088845, -0.911845, -1.136983], [-1.835682, -1.454285, 0.167327], [-3.942134, -1.752766, -1.715989], [-4.184402, -3.191185, -1.510557], [-4.135614, -3.812908, -0.264413], [-4.369620, -5.174776, -0.153363], [-4.654702, -5.931446, -1.281781], [-4.738233, -5.315026, -2.521870], [-4.517186, -3.951850, -2.631107], [0.053187, 6.379446, -2.715175], [-0.505972, 7.774384, -1.033997], [-1.242002, 7.934832, 1.310183], [-1.655840, 5.870818, 2.630808], [-1.337341, 3.657714, 1.549524], [-0.047732, 3.188556, -1.886517], [-2.550783, 2.969124, -1.856338], [-3.811166, 0.953515, -2.026560], [-4.534248, -1.295010, -2.506163], [-3.954112, -3.230373, 0.627835], [-4.342097, -5.644506, 0.820897], [-4.826136, -6.995964, -1.192705], [-4.987525, -5.892072, -3.402292], [-4.593016, -3.469037, -3.598116], [1.128915, -1.533504, 0.129125], [1.739475, -2.899382, 0.325094], [3.332973, -2.678023, 1.184561], [3.848666, -1.246086, 1.090967], [3.422432, -0.446782, 2.320057], [3.768397, 1.039152, 2.256468], [2.501460, 1.946675, 1.327589], [2.060754, 0.921315, 0.301974], [1.266125, 2.013405, 2.608923], [0.245880, 1.079488, 2.689885], [-0.697864, 1.182244, 3.699487], [-0.615839, 2.217909, 4.620287], [0.409742, 3.149462, 4.533583], [1.354668, 3.052389, 3.523003], [2.338957, -3.427840, -1.260068], [2.095019, -2.647577, -2.373817], [2.544811, -3.086486, -3.613905], [3.215831, -4.292809, -3.724976], [3.431105, -5.080137, -2.598087], [2.987022, -4.655149, -1.358652], [4.008386, -3.402850, 0.732280], [3.148632, -2.982206, 2.215977], [3.453125, -0.783012, 0.190236], [4.937315, -1.247251, 1.004591], [3.893880, -0.883795, 3.203999], [2.344058, -0.543587, 2.462212], [4.722912, 1.230677, 1.764060], [3.788724, 1.505553, 3.241769], [0.188206, 0.245266, 1.994809], [-1.492967, 0.451613, 3.766660], [-1.353708, 2.299250, 5.406943], [0.468386, 3.960419, 5.246740], [2.140568, 3.794184, 3.438761], [1.560714, -1.718193, -2.260287], [2.364388, -2.482544, -4.493704], [3.566549, -4.630982, -4.690566], [3.941523, -6.029471, -2.687581], [3.135452, -5.280541, -0.485948], [0.963961, 0.901499, -3.521136], [0.564554, 0.467445, -2.129965]],
  "forces_ev_per_a": [[0.0, 0.5, -1.7], [0.0, 0.0, 0.1], [0.0, 0.0, -0.2], [0.0, 0.0, 0.1], [0.0, 0.0, 0.0], [0.0, 0.1, -0.1], [0.0, -0.1, 0.0], [-0.2, 0.0, 0.2], [-0.1, 0.1, -0.1], [-0.2, 0.6, 0.2], [0.0, 0.0, 0.2], [0.1, -0.2, -0.1], [0.0, -0.3, 0.1], [0.0, 0.2, -0.1], [0.1, -0.4, 0.2], [-0.2, 0.0, -0.1], [0.1, 0.2, -0.1], [0.0, 0.0, 0.1], [0.0, 0.0, 0.0], [0.0, 0.0, 0.0], [0.0, 0.0, 0.0], [0.0, -0.1, 0.0], [0.0, 0.0, 0.0], [0.0, 0.0, 0.0], [0.0, 0.0, 0.0], [0.0, 0.0, 0.0], [0.0, 0.0, 0.0], [0.1, 0.0, 0.0], [0.0, 0.0, -0.1], [0.0, 0.0, 0.0], [0.0, 0.0, 0.0], [0.0, 0.0, 0.0], [0.0, 0.0, 0.0], [0.0, 0.0, 0.0], [0.0, 0.0, 0.0], [0.0, 0.0, 0.0], [0.2, -0.3, 0.1], [-0.5, 0.0, 0.1], [0.1, 0.0, 0.0], [0.0, 0.0, 0.0], [0.1, 0.1, 0.1], [0.0, -0.2, 0.0], [-0.1, 0.4, -0.1], [0.4, -0.4, 0.1], [-0.1, -0.1, 0.1], [0.0, 0.0, 0.0], [0.0, 0.0, 0.0], [0.0, 0.0, 0.0], [0.0, 0.0, 0.0], [0.0, 0.0, -0.1], [0.1, 0.0, -0.1], [0.1, -0.1, 0.0], [0.0, 0.0, 0.0], [0.0, 0.0, 0.0], [0.0, 0.0, 0.0], [0.0, 0.0, 0.0], [0.0, 0.0, 0.0], [0.0, 0.0, 0.0], [0.1, 0.0, 0.0], [0.0, -0.1, 0.1], [0.0, 0.1, 0.0], [0.0, -0.1, 0.0], [0.0, 0.0, 0.0], [0.0, 0.0, 0.0], [0.0, -0.1, 0.1], [0.0, 0.0, 0.0], [0.0, 0.0, 0.0], [0.0, 0.0, 0.0], [0.0, 0.0, 0.0], [0.0, 0.0, 0.0], [0.0, 0.0, 0.0], [0.0, 0.0, 0.0], [0.0, 0.0, 0.0], [0.0, 0.0, 0.0], [0.1, 0.0, -0.7], [-0.1, 0.1, 1.9]]
}